Entry 1:
{
  "formula": "C46H126N10O12",
  "method": "wB97M-V/def2-TZVPD",
  "species": ["C", "H", "C", "H", "H", "C", "H", "C", "H", "H", "H", "C", "N", "H", "H", "H", "H", "H", "H", "H", "C", "C", "C", "H", "C", "H", "H", "H", "C", "H", "H", "C", "H", "C", "H", "O", "N", "H", "H", "H", "O", "H", "H", "C", "H", "H", "H", "H", "H", "C", "H", "H", "C", "C", "H", "H", "H", "C", "H", "H", "H", "H", "O", "C", "C", "H", "H", "H", "H", "H", "C", "H", "H", "H", "O", "C", "H", "H", "H", "C", "C", "C", "H", "H", "H", "H", "C", "H", "O", "O", "H", "H", "C", "H", "H", "H", "H", "H", "H", "C", "H", "H", "H", "H", "C", "H", "H", "C", "C", "H", "H", "N", "C", "H", "H", "H", "H", "H", "H", "O", "H", "N", "C", "O", "H", "O", "H", "C", "C", "O", "H", "H", "H", "H", "C", "H", "H", "H", "H", "H", "H", "H", "H", "H", "H", "H", "O", "C", "C", "H", "C", "H", "H", "N", "H", "C", "O", "C", "H", "H", "H", "H", "H", "H", "N", "N", "H", "H", "H", "H", "H", "H", "N", "H", "C", "H", "N", "H", "H", "H", "H", "C", "H", "H", "N", "C", "C", "H", "H", "C", "H", "H", "H", "C"],
  "coordinates": [[15.918, -2.501, 25.730], [17.416, 8.170, 27.178], [20.149, 1.214, 27.446], [13.472, -4.831, 25.025], [24.161, 2.705, 22.787], [18.075, 4.001, 23.540], [9.927, 5.782, 22.420], [13.514, 1.211, 19.644], [13.024, 5.993, 20.725], [19.814, -1.302, 21.764], [17.347, 1.383, 21.016], [10.810, 5.296, 22.073], [18.639, -5.617, 23.467], [22.196, -2.738, 22.962], [12.559, 1.713, 19.243], [24.708, -3.126, 24.761], [19.062, 4.291, 23.180], [17.291, -1.887, 21.230], [20.917, 4.209, 27.414], [16.396, -1.099, 18.616], [18.472, -6.034, 22.093], [18.067, 5.447, 25.509], [23.068, 2.725, 22.780], [23.328, -4.267, 24.582], [22.216, 3.644, 23.615], [15.324, 1.597, 17.878], [20.247, 2.419, 19.308], [22.563, 5.023, 27.471], [19.438, 2.191, 20.030], [18.228, 4.483, 26.043], [11.503, -0.749, 24.170], [18.154, 7.468, 26.683], [11.170, -1.967, 21.785], [18.078, 2.557, 19.561], [10.135, 1.865, 24.151], [19.237, 2.215, 27.775], [13.628, -2.337, 25.017], [20.126, 0.395, 28.181], [10.705, 5.213, 20.994], [9.984, -2.726, 24.230], [21.686, 4.830, 25.597], [18.903, 5.972, 25.029], [22.793, 1.711, 22.865], [16.485, -0.776, 17.592], [14.679, -1.048, 16.588], [24.413, -1.376, 22.755], [8.793, -4.756, 21.549], [11.740, -3.045, 19.304], [18.870, -7.003, 21.782], [10.223, -0.253, 25.691], [18.586, -3.202, 19.315], [17.491, 3.735, 22.654], [18.084, -2.686, 26.624], [13.048, 5.773, 21.767], [18.577, 7.931, 25.792], [18.133, -1.713, 26.210], [10.347, 1.830, 21.293], [17.266, 5.007, 24.301], [11.735, -1.260, 19.677], [21.138, 3.436, 23.368], [14.544, 3.568, 23.709], [17.382, 3.919, 27.937], [17.339, 6.336, 26.341], [10.486, -2.696, 21.422], [19.178, -4.965, 21.232], [12.728, -2.548, 25.427], [10.291, -4.311, 23.550], [16.405, -5.187, 22.139], [10.046, 0.590, 26.392], [18.389, 4.642, 20.247], [16.920, -6.135, 21.801], [19.192, -1.062, 23.424], [18.885, -3.194, 26.145], [20.249, -4.987, 21.420], [17.072, 2.162, 20.458], [14.559, 0.826, 17.645], [14.676, 1.224, 22.791], [8.218, -3.607, 20.592], [11.014, -3.621, 21.375], [14.562, -4.673, 25.023], [16.932, 2.920, 28.059], [15.655, -0.525, 21.795], [19.492, 1.107, 20.126], [16.670, -6.248, 20.767], [16.291, 4.641, 24.646], [19.934, 0.320, 22.588], [9.239, -2.890, 22.197], [14.111, -1.604, 22.470], [16.878, -3.358, 26.288], [18.043, -0.099, 22.011], [18.466, -4.361, 18.053], [13.732, -1.380, 25.345], [23.891, -3.450, 24.110], [16.515, -0.089, 15.084], [14.927, 3.191, 27.972], [12.766, 3.505, 24.019], [21.572, -0.870, 24.692], [12.944, 1.233, 24.624], [22.779, 3.004, 21.785], [22.307, 3.695, 25.145], [18.534, 4.298, 18.493], [16.959, 4.347, 19.248], [15.859, -1.571, 26.255], [18.969, 7.255, 27.424], [9.508, -3.504, 23.552], [15.694, 3.326, 26.546], [17.870, 2.239, 18.518], [21.589, 4.981, 27.027], [9.446, 1.323, 21.660], [19.676, 2.625, 20.961], [15.008, -5.500, 25.626], [14.792, 4.202, 21.291], [19.306, -0.524, 22.452], [17.749, 1.806, 26.335], [14.972, -4.680, 23.983], [15.486, 4.841, 21.627], [21.838, 2.747, 25.461], [16.409, 1.046, 23.035], [18.737, -3.938, 21.461], [19.148, -5.120, 19.791], [13.772, 1.312, 16.991], [12.461, 0.715, 25.309], [13.607, 4.067, 23.539], [11.847, 6.147, 22.430], [17.256, 0.001, 17.625], [23.609, -1.181, 23.237], [21.421, -2.588, 25.243], [15.475, 0.499, 22.944], [16.664, 2.631, 29.511], [9.806, 0.461, 22.720], [12.215, 1.403, 26.019], [11.545, 1.540, 23.042], [13.803, 6.436, 22.115], [19.531, -5.847, 23.847], [15.293, -0.233, 16.845], [22.072, 5.665, 23.575], [9.198, -0.505, 25.311], [17.693, 6.646, 23.073], [16.340, 6.841, 23.976], [16.321, 1.534, 29.694], [17.493, 2.984, 30.164], [21.030, 5.941, 27.150], [12.830, 3.557, 21.656], [23.404, 5.091, 22.797], [9.136, 0.605, 20.938], [15.248, -0.093, 23.825], [10.053, -2.303, 20.112], [18.366, -4.233, 19.113], [17.043, -1.138, 21.976], [15.847, 3.207, 29.873], [11.228, -2.102, 19.246], [22.719, -1.601, 25.815], [16.448, -6.924, 22.410], [8.354, -3.844, 21.562], [23.362, 3.686, 25.343], [17.958, 4.052, 19.396], [14.029, 0.214, 18.803], [14.589, -3.243, 25.714], [15.138, 3.242, 21.256], [16.924, -1.606, 17.068], [18.331, -2.676, 27.718], [21.173, 1.602, 27.672], [16.250, -2.379, 24.706], [10.534, -1.195, 26.273], [15.658, 2.815, 27.392], [14.717, -1.593, 21.663], [14.355, 1.921, 19.702], [15.005, 0.639, 14.946], [10.846, -1.878, 18.171], [8.534, -3.844, 23.912], [11.024, 4.294, 22.370], [14.245, -3.399, 26.743], [15.793, 0.427, 15.595], [15.638, 0.062, 20.833], [17.900, 1.901, 27.434], [20.016, 0.888, 26.413], [22.398, 4.970, 22.937], [8.601, 1.990, 21.890], [8.762, -1.941, 22.420], [18.185, 2.983, 24.019], [17.203, -1.667, 22.938], [10.682, 1.120, 23.612], [17.331, -4.404, 19.344], [17.596, 0.925, 27.779], [16.891, 6.147, 23.481], [11.265, 0.183, 24.658], [13.497, 4.343, 22.041], [14.064, -1.495, 20.897], [13.240, 0.752, 20.630], [22.928, -2.310, 23.718], [13.690, 5.019, 24.070], [24.344, -3.693, 23.188], [18.026, -6.210, 24.061], [22.139, -1.796, 24.951]],
  "forces_ev_per_angstrom": [[-0.1, -2.0, -0.7], [1.1, -0.5, -0.6], [1.3, 0.0, 1.1], [0.3, -0.5, -0.5], [0.0, 0.7, 0.7], [-0.7, -2.3, -0.9], [-0.9, -0.3, 0.7], [-0.8, 0.5, 0.4], [-0.5, -0.2, -1.1], [-0.8, 1.3, 0.6], [0.1, 0.9, -0.9], [0.1, 0.5, -1.0], [-1.2, -1.0, 1.1], [0.7, 0.6, 0.6], [1.3, -0.6, 0.3], [-0.3, 0.2, 0.2], [0.0, 0.5, 0.3], [-0.1, 0.0, -0.6], [0.4, -0.2, 0.3], [-0.8, -0.1, 0.4], [-1.6, 0.3, -1.8], [-0.9, -0.9, -0.2], [-0.1, -0.5, -0.2], [0.4, 0.1, -0.4], [-1.4, 1.7, -1.2], [-0.5, -0.1, 0.2], [-0.6, 0.3, 0.2], [0.5, -0.1, 0.5], [1.0, -1.6, -1.5], [1.0, 0.8, 0.1], [0.6, -0.3, -0.6], [-1.5, 0.4, 1.3], [0.5, 0.9, 0.8], [-0.5, 1.4, -0.8], [-0.2, 1.2, 0.2], [-0.6, 0.5, 0.0], [0.0, -0.4, 0.4], [-0.6, -0.4, -0.4], [0.0, 0.2, -0.6], [-0.8, -0.8, -0.5], [-0.6, 0.9, 0.8], [0.6, -0.5, 0.8], [-0.4, -1.4, 0.4], [1.2, 0.6, 0.0], [-1.3, -1.0, -0.1], [0.1, -0.4, -0.1], [0.1, -0.1, 0.2], [0.9, -0.2, -0.4], [0.3, -0.2, 0.4], [-0.7, -0.6, 1.2], [0.3, 0.8, 0.4], [0.1, 0.1, -0.2], [-0.1, -1.1, 0.8], [-0.6, -0.4, 0.6], [0.0, 0.1, 0.0], [-0.3, 1.4, -0.2], [-0.3, 0.3, 0.0], [-0.4, 1.3, 0.8], [0.9, 0.3, -0.2], [0.8, -0.3, 0.3], [0.3, -0.6, 0.2], [-0.1, -0.1, 0.2], [1.1, 0.5, -0.1], [-0.8, 0.6, -1.7], [-0.6, 1.3, -0.9], [-0.5, -0.3, -0.3], [-1.0, 0.3, -0.3], [0.7, -0.7, -0.3], [0.2, -0.5, 0.0], [-0.4, -0.6, -0.5], [0.3, 1.5, 1.6], [0.1, 0.4, -0.4], [0.8, -0.8, -0.4], [0.1, 0.2, 0.6], [-0.3, -1.3, 1.1], [0.1, -0.1, -1.0], [-0.2, -0.1, -0.2], [-0.1, 0.2, -0.3], [0.6, -1.1, -0.2], [-0.2, 1.0, 0.5], [0.5, -0.2, -0.1], [1.1, 1.7, -1.1], [0.0, -0.2, 0.2], [0.1, -0.4, -0.7], [0.3, -0.6, 0.0], [0.6, 0.8, 0.0], [0.0, -0.9, 1.3], [0.0, -0.5, 0.6], [0.8, 0.1, 1.3], [-0.2, 0.0, -0.7], [0.3, -0.3, -0.6], [0.4, 0.2, 0.0], [-0.8, 1.0, 0.4], [-0.6, 0.0, 0.5], [-0.2, 0.2, 0.0], [0.6, 0.4, -0.6], [0.4, -0.7, 0.1], [1.1, 0.6, -0.9], [0.0, 0.0, -0.7], [0.5, -1.5, -1.6], [-0.1, 0.3, 0.2], [-1.4, 0.3, -0.2], [-0.2, 0.8, 0.4], [-0.6, -0.2, -0.6], [1.7, 0.8, 1.3], [-0.3, 0.5, -1.1], [0.1, -0.9, 0.5], [-1.7, 0.6, -1.5], [0.1, -0.7, 0.1], [0.2, 0.7, 1.2], [-0.1, 0.9, -0.4], [-1.6, -0.5, 0.0], [-0.2, -2.6, -0.1], [0.3, 0.6, 0.2], [-0.4, 0.1, 0.9], [0.5, 0.1, 0.4], [0.1, 0.3, 0.5], [0.0, 0.1, 0.4], [0.6, -1.2, 0.1], [1.0, -1.5, 1.3], [0.5, -0.4, 0.8], [-0.9, -0.4, 0.7], [-0.3, 0.5, 0.7], [1.1, 0.2, -0.2], [0.0, 0.1, -0.1], [0.0, 0.7, -0.3], [0.1, 0.4, -0.1], [-0.4, -0.8, -0.6], [0.7, -1.4, 1.2], [0.5, 0.3, 0.8], [-0.1, -0.2, 0.0], [-0.5, 0.1, 0.2], [0.8, 0.5, 0.8], [1.1, 0.0, -0.1], [1.2, 0.9, -0.7], [-0.1, 0.8, 0.3], [1.1, 0.3, -0.3], [-0.3, -0.4, 0.3], [0.1, -0.3, 0.2], [1.0, 1.7, -0.3], [-0.2, -0.9, -0.4], [0.7, -0.6, 0.1], [0.0, 0.5, -0.5], [-0.4, 0.3, 0.1], [-0.5, -0.2, -1.1], [0.1, 0.2, 0.5], [1.1, 0.2, -0.8], [-1.1, 0.4, -0.3], [1.2, 0.1, 0.9], [-1.0, 0.7, 0.1], [-3.1, 0.0, -0.5], [1.0, 0.3, 0.6], [0.3, 0.0, -0.4], [-0.7, 0.1, -0.6], [0.8, 0.0, 0.8], [1.9, 0.7, 0.4], [-0.5, 0.0, -0.6], [0.0, -0.1, -0.6], [0.1, 0.5, 0.2], [0.2, -0.5, -0.4], [-0.7, 0.1, -0.7], [-0.7, 0.1, -0.8], [-0.3, 0.7, -0.6], [-0.2, 1.6, -0.7], [-0.2, -0.7, 0.0], [-1.3, -0.5, 0.5], [-0.8, 0.4, 0.7], [1.0, -0.4, 0.7], [0.7, -0.4, 2.0], [0.4, -0.1, 0.4], [-0.5, -0.8, 0.9], [0.3, 0.0, 0.1], [-0.8, 0.2, -0.2], [0.4, -0.6, 0.7], [-0.4, 0.2, -0.4], [0.3, -0.2, 0.0], [0.6, -0.8, 0.4], [0.5, 0.1, 0.1], [-0.4, 0.2, -0.5], [0.0, 1.2, 0.1], [-0.8, 0.1, -0.1], [0.7, -0.7, -0.1], [-0.9, 0.1, 0.1], [0.1, -0.7, 0.5], [0.2, 0.6, -1.2], [-1.1, -1.0, 0.3], [1.2, -0.7, -0.6], [0.4, 0.2, -0.4], [0.4, 0.4, -0.7], [-0.5, -0.4, 1.4], [-0.1, 0.0, 0.1], [0.6, -1.1, -1.0], [0.2, 0.8, -0.5], [-1.6, -0.6, -1.5]],
  "mulliken_charge": [-0.11, 0.30, -0.88, 0.39, 0.38, -0.19, 0.38, -0.41, 0.52, 0.21, -0.61, -0.34, -0.43, -0.20, 0.52, 0.37, 0.29, -0.24, 0.04, -0.03, 0.34, 0.06, -1.71, 0.35, 1.92, 0.02, 0.54, 0.38, -1.20, -0.65, -0.67, -0.77, 0.07, 1.27, 0.30, -0.32, -0.19, 0.31, 0.33, 0.11, -0.34, 0.75, 0.35, -1.25, 0.32, 0.30, 0.29, 0.40, 0.22, -1.61, 0.21, -0.41, -0.57, -1.37, 0.35, 0.21, 0.12, 1.25, -0.07, -0.91, -0.33, 0.03, -0.43, -0.54, -0.03, 0.19, 0.37, 0.04, 0.49, 0.20, -1.19, 0.19, 0.20, 0.26, 0.95, -0.43, -0.64, 0.28, 0.61, -1.07, 0.73, 2.63, 0.07, 0.38, -1.13, 0.48, 0.58, 0.14, -0.47, 0.18, 0.38, -0.10, -1.54, 0.22, 0.26, 0.15, -0.02, -0.24, 0.51, -0.41, 0.49, 0.38, 0.67, 0.23, -1.34, 0.04, -0.06, -0.39, -0.54, 0.12, 0.33, -0.33, -1.22, -0.18, 0.00, 0.34, -0.02, -0.11, -0.18, -0.44, 0.22, -0.35, -0.14, -0.40, 0.28, -0.48, 0.18, 0.24, -1.68, -0.27, 0.37, -0.35, 0.48, 0.22, 0.74, 0.29, 0.30, 0.30, 0.27, 0.26, 0.31, 0.06, -0.49, 0.30, 0.28, 0.11, -0.47, -0.63, -0.53, 0.60, -0.38, 0.49, 0.40, -0.79, 0.43, -1.66, -0.15, 0.06, -0.54, 0.49, 0.27, 0.32, -0.38, 0.23, -0.45, -0.56, 0.36, 0.23, 0.24, 0.43, -0.12, 0.45, -0.72, -0.80, -0.16, 0.30, -0.83, 0.20, 0.15, 0.13, -0.68, -0.02, 0.33, 0.56, -0.51, 1.72, 1.26, 0.38, -0.39, 0.95, 0.47, 0.47, 0.24, -0.84],
  "total_energy_ha": -3278.34627,
  "gap_ev": 9.29,
  "total_charge": 0,
  "de_lowest_kcal_mol": 67.62
}

=====

Entry 2:
{
  "formula": "C3H10NS",
  "method": "wB97M-V/def2-TZVPD",
  "species": ["H", "H", "H", "H", "H", "C", "H", "H", "C", "H", "H", "N", "S", "H", "C"],
  "coordinates": [[-0.248, -0.503, -0.025], [-1.359, 0.700, -0.902], [2.758, -1.141, -1.537], [-1.486, -0.154, 2.146], [2.170, -0.457, -0.035], [-0.922, 0.341, 0.054], [0.507, 0.580, 1.239], [-2.838, 0.582, 1.192], [-2.000, -0.157, 1.146], [1.193, -1.386, -1.171], [-1.971, -1.261, 1.012], [0.053, 1.234, 0.564], [1.580, 0.797, -2.233], [0.652, 1.360, -0.357], [1.911, -0.535, -1.093]],
  "forces_ev_per_angstrom": [[-1.2, -1.2, -1.5], [0.2, -0.5, 0.7], [-0.1, 0.8, 0.6], [-0.3, 0.7, -0.6], [-0.1, 0.8, 0.1], [-1.4, -1.8, 1.0], [0.5, 1.5, -0.7], [0.0, -1.5, -0.1], [2.6, 0.8, -0.1], [-0.3, 0.8, 0.3], [-1.8, 0.7, -0.4], [1.2, 1.6, 0.0], [-0.2, 0.7, 0.1], [-0.4, 0.0, 2.1], [1.2, -3.4, -1.4]],
  "nbo_charge": [0.17, 0.20, 0.18, 0.19, 0.17, -0.22, 0.32, 0.21, -0.67, 0.17, 0.21, -0.91, -0.64, 0.41, -0.79],
  "total_energy_ha": -573.19632,
  "gap_ev": 6.48,
  "total_charge": -1,
  "de_lowest_kcal_mol": 53.84
}